Entry from the Open Molecules 2025 dataset: C5H9N3 in the gas phase in a non-equilibrium geometry (ωB97M-V/def2-TZVPD).

Computed properties:
calculated total energy: -9795.280 eV
gap between HOMO and LUMO: 9.074 eV
E_HOMO: -8.2 eV
structure (SMILES): CN1C=NN2C[C@H]2C1
LUMO energy: 0.0305 hartree
charge: 0

Positions of all 17 atoms, in Å:
C 2.53761 -0.22060 -0.01297
C 0.26424 -1.31410 -0.07878
C -0.86205 -0.69562 0.35924
C -2.22605 -0.46074 0.09431
C 0.54533 1.20008 0.13002
H 2.94889 -0.71011 0.87614
H 3.09133 0.67770 -0.31875
H 2.69260 -0.93442 -0.77094
H 0.44154 -1.72366 -1.21892
H 0.52387 -2.21674 0.42565
H -0.50216 -0.15616 1.37452
H -2.70771 -1.11976 -0.62558
H -2.91922 -0.46981 0.91874
H 1.38215 2.06539 0.30293
N 1.06431 -0.02768 -0.00256
N -1.31846 0.36862 -0.54524
N -0.67526 1.59241 -0.01144

Mulliken atomic charge list, values in e, 8 entries: C -1.05; C -0.93; C -0.06; C -0.14; C 0.30; H 0.31; H 0.37; H 0.34



Entry from the Open Molecules 2025 dataset: a molecular structure, C17H40CuN5O6 in a non-equilibrium geometry (ωB97M-V/def2-TZVPD).

Computed properties:
calculated total energy: -82649.104 eV
gap between HOMO and LUMO (spin up / spin down): 8.915 / 6.344 eV
E_HOMO (spin up / spin down): -10.7 / -9.8 eV
LUMO energy (spin up / spin down): -0.0673 / -0.1285 hartree
charge: +1
spin multiplicity: 2

Positions of all 69 atoms, in Å:
Cu -21.55210 -27.50599 -2.24912
C -23.47264 -30.02005 -4.90833
C -24.22595 -29.02171 -3.99963
C -25.21172 -29.77961 -3.13376
O -23.36422 -28.23158 -3.27330
H -22.59225 -29.58218 -5.37821
H -24.18579 -30.42197 -5.62948
H -23.10686 -30.89373 -4.35792
H -24.76701 -28.41325 -4.73845
H -24.72189 -30.50194 -2.47967
H -25.99479 -30.32577 -3.66396
H -25.74393 -29.01515 -2.56017
C -17.52821 -26.95471 -1.45723
C -18.78088 -26.43480 -0.82297
O -19.82936 -26.38094 -1.46061
N -18.68190 -26.06388 0.46493
C -19.80968 -25.62434 1.28636
H -16.70184 -26.90804 -0.74753
H -17.24763 -26.22917 -2.22624
H -17.65443 -27.90300 -1.96867
H -17.86520 -26.22696 1.02805
H -19.48393 -24.80681 1.92499
H -20.20722 -26.43860 1.89520
H -20.63616 -25.32293 0.65029
C -22.43127 -29.25424 1.77834
C -22.22493 -29.42070 0.27154
O -21.95603 -28.46137 -0.43879
N -22.25320 -30.69054 -0.15099
C -21.98013 -31.09264 -1.52427
H -21.85672 -28.45149 2.23048
H -22.25900 -30.17432 2.33267
H -23.48973 -28.98884 1.85593
H -22.57229 -31.42003 0.46158
H -21.85689 -30.34009 -2.29999
H -22.80553 -31.70540 -1.89396
H -21.09518 -31.73159 -1.55378
C -22.65157 -25.47584 -5.80729
C -21.78085 -25.15709 -4.60520
O -21.32179 -26.04048 -3.89143
N -21.47531 -23.86653 -4.41840
C -20.86085 -23.41034 -3.16910
H -22.40940 -26.49829 -6.10197
H -22.37182 -24.86584 -6.66697
H -23.72042 -25.47574 -5.60854
H -21.51376 -23.22940 -5.19468
H -20.25841 -22.51642 -3.32580
H -20.20082 -24.14538 -2.71560
H -21.65820 -23.15947 -2.46931
C -23.38572 -24.49480 0.53830
C -23.59366 -25.04063 -0.86396
O -22.77817 -25.82397 -1.32659
N -24.69608 -24.66665 -1.53348
C -25.04645 -25.17462 -2.85752
H -22.59137 -23.75817 0.40393
H -23.06780 -25.31277 1.17591
H -24.26647 -23.97743 0.91589
H -25.39227 -24.05926 -1.14106
H -26.07038 -24.85038 -3.02639
H -25.00128 -26.26410 -2.89759
H -24.36801 -24.82006 -3.63213
O -19.87754 -28.71165 -3.30564
C -19.38802 -29.75378 -3.72999
N -18.59377 -30.48706 -2.92294
C -19.67175 -30.37989 -5.05900
H -18.56068 -30.18324 -1.96257
H -18.36128 -31.43760 -3.15179
H -20.57802 -29.94608 -5.48093
H -19.81227 -31.45944 -5.05888
H -18.88015 -30.14934 -5.77486

Mulliken atomic charge list, values in e, 8 entries: Cu 0.85; C -1.13; C 0.57; C -1.16; O -0.12; H -0.02; H 0.47; H 0.21



Entry from the Open Molecules 2025 dataset: a molecular structure, C22H14BrF6FeN5O5S4 (ωB97M-V/def2-TZVPD).

Computed properties:
calculated total energy: -204807.186 eV
gap between HOMO and LUMO (spin up / spin down): 4.747 / 5.026 eV
E_HOMO (spin up / spin down): -1.3 / -1.6 eV
LUMO energy (spin up / spin down): 0.1268 / 0.1268 hartree
charge: -2
spin multiplicity: 5

Positions of all 58 atoms, in Å:
Fe -2.26888 1.07429 0.61910
Br 4.93475 -6.34049 0.12157
C 4.62952 -4.73368 -0.85228
C 3.35829 -4.46093 -1.34207
C 3.14173 -3.29254 -2.04493
C 4.18724 -2.38765 -2.27141
C 5.45548 -2.69780 -1.79324
C 5.67889 -3.86272 -1.07130
N 4.02821 -1.28812 -3.15221
N 3.09472 -0.45139 -3.04148
C 2.28466 -0.30153 -1.93381
C 2.61884 -0.62368 -0.60739
C 1.78546 -0.39260 0.45982
C 0.49531 0.17551 0.27876
O -0.32972 0.36438 1.20315
C 0.16105 0.57944 -1.08844
N -1.05270 1.14921 -1.22297
C -1.45078 1.55398 -2.40427
C -0.63454 1.41945 -3.53872
C 0.59640 0.82765 -3.42415
C 1.03729 0.37535 -2.16181
H 2.54620 -5.15433 -1.16870
H 2.15284 -3.05679 -2.41705
H 6.27057 -2.01362 -1.99293
H 6.66437 -4.09211 -0.68887
H 3.59560 -1.04146 -0.40367
H 2.09209 -0.63974 1.46773
H -2.44567 1.97986 -2.45121
H -0.98961 1.77855 -4.49605
H 1.24288 0.69627 -4.28104
F -4.36068 4.67678 3.79672
C -3.82864 3.48247 3.48474
F -4.52358 2.95793 2.48958
F -3.92871 2.69580 4.55506
S -2.04980 3.68825 3.03030
O -1.65742 2.42819 2.45087
O -1.43238 4.10734 4.24919
N -2.04361 4.88968 2.00515
S -2.19720 4.70320 0.45134
O -2.61881 3.39304 0.02243
O -1.15258 5.36291 -0.27298
C -3.67319 5.76017 0.13173
F -3.46076 7.01948 0.53271
F -3.92867 5.78648 -1.18268
F -4.75278 5.29936 0.75831
S -2.43105 -1.51796 4.10212
C -1.68953 -2.16799 2.74677
N -2.26238 -2.05825 1.51482
C -1.70145 -2.48371 0.36623
C -0.50774 -3.13677 0.36264
C 0.13608 -3.31471 1.60830
C -0.43096 -2.85090 2.75625
H -3.10386 -1.44030 1.37462
H -2.27503 -2.21865 -0.51416
H -0.05732 -3.46108 -0.56449
H 1.10303 -3.80498 1.64501
H 0.05800 -2.95473 3.71415
S -4.10947 0.01617 0.08517

Mulliken atomic charge list, values in e, 8 entries: Fe 1.08; Br -0.23; C 0.07; C -0.45; C 0.30; C -0.06; C -0.31; C -0.51



Entry from the Open Molecules 2025 dataset: a molecular structure, C44H29CaCl5N5O3PS2 in a non-equilibrium geometry (ωB97M-V/def2-TZVPD).

Computed properties:
calculated total energy: -171705.381 eV
gap between HOMO and LUMO: 3.930 eV
E_HOMO: -1.0 eV
LUMO energy: 0.1081 hartree
charge: -2

Positions of all 90 atoms, in Å:
Ca -1.80211 -0.09902 0.05997
S -2.85325 -1.10611 2.67420
C -3.79701 0.07091 3.46382
C -4.05502 -0.05461 4.88174
C -4.82778 0.87463 5.53206
C -4.96524 0.70634 6.95950
N -5.01911 0.60756 8.10517
C -5.38194 1.98556 4.84228
C -5.15062 2.15301 3.47370
C -4.31545 1.28783 2.73916
S -3.85975 1.61314 1.12744
C -6.22742 2.91349 5.52411
N -6.86816 3.65890 6.14736
H -3.69823 -0.99440 5.28309
H -5.57929 2.99842 2.97407
O 1.34791 0.82466 -6.68305
C 0.63792 1.93456 -6.19131
C 0.16567 1.55025 -4.80187
C -0.76668 2.27205 -4.07709
C -1.10843 1.88704 -2.78829
N -0.72175 0.72734 -2.23769
C 0.20181 0.03275 -2.88896
C 0.70119 0.44574 -4.14044
C 0.62799 -1.26795 -2.36420
C 1.41153 -2.10988 -3.21940
C 1.77429 -3.39259 -2.79736
C 2.45559 -4.34105 -3.73690
O 2.81914 -3.61256 -4.92271
C 1.43834 -3.70128 -1.48507
C 0.68638 -2.83420 -0.67697
N 0.20314 -1.69896 -1.14053
H 1.76352 1.06266 -7.53286
H -0.22816 2.14338 -6.82624
H 1.21625 2.85496 -6.09876
H -1.23796 3.18179 -4.47659
H -1.70396 2.51296 -2.14018
H 1.46439 -0.11275 -4.61763
H 1.66622 -1.71368 -4.17820
H 1.79918 -5.18067 -3.90227
H 3.33759 -4.73378 -3.20530
H 2.99450 -4.23891 -5.62589
H 1.82869 -4.60826 -1.02372
H 0.45575 -3.07569 0.34928
Cl -5.04309 -5.50068 -4.76790
C -4.44718 -4.38330 -3.65053
C -4.89689 -3.04833 -3.68300
Cl -5.77227 -2.48511 -5.01461
C -4.40926 -2.11823 -2.73425
Cl -5.15864 -0.59593 -2.47979
C -3.42471 -2.46978 -1.73672
O -2.84114 -1.57517 -1.02925
C -3.10861 -3.87334 -1.69237
Cl -2.48834 -4.43328 -0.19235
C -3.49356 -4.79727 -2.68307
Cl -2.89889 -6.39926 -2.57047
N -0.05881 1.02254 1.22591
P 1.40449 1.31024 1.61379
C 1.92882 -0.07717 2.63789
C 3.26691 -0.20657 3.04162
C 3.64585 -1.30397 3.79028
C 2.71782 -2.26958 4.16218
C 1.38358 -2.16406 3.74044
C 0.99157 -1.09353 2.94636
C 1.67406 2.83618 2.56381
C 2.99412 3.27265 2.84759
C 3.16430 4.39761 3.64846
C 2.06643 5.17219 4.05632
C 0.75863 4.76460 3.70055
C 0.52744 3.63629 2.88796
C 2.55917 1.50628 0.29755
C 3.19716 0.28886 -0.09496
C 4.33125 0.32874 -0.89506
C 4.84620 1.55586 -1.24834
C 4.21588 2.71666 -0.87050
C 3.05054 2.73457 -0.13007
H 4.00499 0.56718 2.81504
H 4.70653 -1.43374 4.06320
H 3.00743 -3.15179 4.75897
H 0.68232 -2.97069 4.03968
H -0.03700 -0.98423 2.63170
H 3.88977 2.76368 2.44262
H 4.19302 4.77507 3.84766
H 2.23130 6.00727 4.71469
H -0.12531 5.28440 4.07396
H -0.47208 3.30303 2.56535
H 2.75306 -0.69378 0.22564
H 4.84233 -0.59830 -1.15847
H 5.72951 1.62597 -1.92547
H 4.62173 3.72521 -1.17870
H 2.45992 3.60846 0.03918

Mulliken atomic charge list, values in e, 8 entries: Ca 0.83; S -0.25; C 0.19; C -0.98; C 0.68; C 0.00; N -0.62; C 0.72



Entry from the Open Molecules 2025 dataset: 12 unconnected molecules or ions with the total composition C34H36F10N2O30 in a non-equilibrium geometry (ωB97M-V/def2-TZVPD).

Computed properties:
calculated total energy: -127417.197 eV
gap between HOMO and LUMO: 10.734 eV
E_HOMO: -11.1 eV
structure (SMILES): O=C1OC[C@@H](F)O1.O=C1OC[C@@H](F)O1.O=C1OC[C@@H](F)O1.O=C1OC[C@@H](F)O1.O=C1OC[C@@H](F)O1.O=C1OC[C@@H](F)O1.O=C1OC[C@@H](F)O1.O=C1OC[C@@H](F)O1.O=C1OC[C@@H](F)O1.O=C1OC[C@@H](F)O1.CC#N.CC#N
LUMO energy: -0.0117 hartree
charge: 0

Positions of all 112 atoms, in Å:
C -19.29716 -15.45000 -4.80673
C -19.32819 -13.96551 -5.23726
O -19.32717 -13.95974 -6.59561
C -18.98122 -15.15667 -7.06016
O -18.81545 -15.41981 -8.21865
O -18.77008 -15.97568 -6.02250
F -18.39904 -13.24152 -4.86345
H -20.28260 -15.83020 -4.53756
H -18.70216 -15.51348 -3.89567
H -20.27648 -13.51722 -4.94084
C -23.97483 -12.13171 6.22510
C -25.40495 -12.27525 5.75121
O -25.63752 -11.08336 4.98214
C -24.48971 -10.51249 4.63217
O -24.33621 -9.52312 3.93439
O -23.43018 -11.12054 5.33645
F -26.24154 -12.35896 6.76069
H -23.36407 -13.02833 6.11943
H -23.91003 -11.76424 7.24925
H -25.60587 -13.12543 5.09934
C -25.95263 -16.12470 -3.43056
C -25.68726 -15.34234 -4.66362
O -26.40265 -16.10645 -5.67894
C -26.67720 -17.37579 -5.01255
O -27.16307 -18.34589 -5.56919
O -26.07846 -17.44967 -3.85925
F -24.38026 -15.42405 -5.11417
H -27.00663 -15.99161 -3.18673
H -25.25952 -15.90733 -2.61789
H -25.83833 -14.26308 -4.64138
C -23.20976 -20.88981 -7.59081
C -22.47451 -21.05285 -6.29415
O -21.25945 -20.37885 -6.55311
C -20.99212 -20.42573 -7.89688
O -19.89579 -20.14984 -8.42122
O -22.12732 -20.85520 -8.48548
F -22.10750 -22.43718 -6.13522
H -23.84185 -20.00997 -7.71092
H -23.86300 -21.72275 -7.85078
H -22.90045 -20.75318 -5.33662
C -18.87315 -13.74278 0.80194
C -19.60944 -13.11501 1.94655
O -20.72044 -12.42584 1.27060
C -20.68787 -12.82038 -0.05912
O -21.48924 -12.40912 -0.83135
O -19.74665 -13.75778 -0.25550
F -18.85219 -12.12813 2.46572
H -18.51443 -14.74314 1.04422
H -17.95211 -13.21237 0.56019
H -19.96325 -13.84566 2.67391
C -27.55052 -21.73967 1.89237
C -28.58867 -22.90196 1.98415
O -28.86333 -23.15514 0.61805
C -27.92089 -22.61368 -0.15712
O -27.81170 -22.68558 -1.36166
O -27.15022 -21.83014 0.60875
F -29.71297 -22.55291 2.63967
H -26.73126 -21.97035 2.57331
H -28.01516 -20.82160 2.25200
H -28.12260 -23.81058 2.36529
C -23.34564 -26.63208 2.87569
C -21.82867 -26.47422 3.19903
O -21.77078 -25.02883 3.14045
C -22.99354 -24.54613 3.50118
O -23.19704 -23.37387 3.78333
O -23.84956 -25.58102 3.54450
F -21.26239 -27.03091 2.09875
H -23.66616 -27.60122 3.25796
H -23.58318 -26.57862 1.81324
H -21.32241 -26.93365 4.04799
C -18.66338 -24.09476 -3.39956
C -19.47415 -25.32347 -3.41286
O -20.66137 -24.82920 -2.77710
C -20.39135 -23.86996 -1.99396
O -21.01411 -23.44634 -1.04738
O -19.16325 -23.45069 -2.24418
F -18.86906 -26.36175 -2.77779
H -18.70001 -23.66711 -4.40149
H -17.64594 -24.29973 -3.06654
H -19.78550 -25.65809 -4.40240
C -23.15793 -18.91055 0.32593
C -21.81076 -18.29644 0.30220
O -22.03013 -17.08970 1.02785
C -23.30237 -16.96549 1.31799
O -23.79542 -16.21355 2.18719
O -23.95265 -17.85496 0.67291
F -21.28926 -18.06828 -0.99182
H -23.16437 -19.67806 1.09986
H -23.58765 -19.33179 -0.58292
H -21.06625 -18.87386 0.85028
C -24.03728 -18.72574 7.23063
C -22.67731 -18.00226 7.14141
O -22.91778 -16.84773 7.85408
C -24.13731 -16.84557 8.39644
O -24.57086 -15.91872 9.02273
O -24.77288 -18.01891 8.24270
F -22.39759 -17.69014 5.88400
H -23.77348 -19.72697 7.57128
H -24.48611 -18.79437 6.23969
H -21.88486 -18.55814 7.64252
C -15.27594 -19.86417 -0.07033
C -16.02878 -19.30208 1.09500
N -16.67734 -18.87287 1.95937
H -15.54896 -20.91778 -0.12919
H -14.22221 -19.87349 0.20834
H -15.52459 -19.28597 -0.96026
C -26.51134 -12.03667 0.66380
C -27.36700 -11.93232 -0.54216
N -28.04785 -11.81430 -1.44342
H -26.38526 -10.96990 0.84879
H -25.48596 -12.38858 0.55051
H -26.95186 -12.46611 1.56360

Mulliken atomic charge list, values in e, 8 entries: C -0.26; C 0.33; O -0.35; C 0.65; O -0.53; O -0.33; F -0.28; H 0.27